The following is a DFT calculation (ωB97M-V/def2-TZVPD) of a structure of composition C28H32As2N2O2PPd.

Each line ends with the Löwdin charge.
CARTESIAN COORDINATES (ANGSTROEM)
1 Pd 0.44733 -0.03560 0.26332  0.4122
2 N -1.71292 0.37427 1.33663  0.0291
3 C -2.75922 1.01821 0.57366  -0.3271
4 C -4.09316 0.84650 0.90787  -0.0283
5 C -5.07943 1.50335 0.18396  -0.0593
6 C -4.73439 2.34367 -0.86308  -0.0608
7 C -3.40083 2.49569 -1.21665  -0.0570
8 C -2.40442 1.81868 -0.52076  -0.3159
9 P -0.66171 1.76811 -1.05413  1.0581
10 C -0.38345 3.16683 -2.16466  -0.3741
11 C -0.77857 3.13495 -3.50350  -0.0908
12 C -0.56503 4.24188 -4.31171  -0.0631
13 C 0.04120 5.37851 -3.78964  -0.0638
14 C 0.43992 5.41080 -2.46128  -0.0672
15 C 0.23421 4.30429 -1.64906  -0.0878
16 C -0.66835 0.27237 -2.12679  -0.4035
17 C 0.48341 0.00435 -2.88832  -0.1090
18 C 0.56260 -1.13955 -3.66544  -0.0636
19 C -0.49259 -2.04305 -3.68672  -0.0811
20 C -1.63158 -1.79375 -2.93480  -0.0786
21 C -1.72543 -0.64461 -2.16092  -0.0877
22 H -1.28452 1.06281 1.95020  0.0682
23 H -2.10172 -0.35089 1.92998  0.0896
24 H -4.36442 0.21375 1.74638  0.1163
25 H -6.11913 1.37011 0.45376  0.1137
26 H -5.50371 2.86843 -1.41414  0.1129
27 H -3.12840 3.12971 -2.05143  0.1069
28 H -1.24537 2.24591 -3.91113  0.1121
29 H -0.86906 4.21714 -5.35052  0.1112
30 H 0.21093 6.23918 -4.42440  0.1116
31 H 0.92181 6.29299 -2.05958  0.1105
32 H 0.56269 4.31603 -0.61627  0.1036
33 H 1.30204 0.71011 -2.88304  0.1040
34 H 1.45213 -1.32535 -4.25453  0.1167
35 H -0.43193 -2.93562 -4.29797  0.1130
36 H -2.46420 -2.48558 -2.96683  0.1107
37 H -2.63482 -0.45173 -1.60571  0.1031
38 C 0.70437 0.79411 3.98284  -0.2772
39 As 1.66684 0.07295 2.44619  1.1398
40 C 3.38434 0.95510 2.60157  -0.2523
41 C 2.02706 -1.75057 3.00954  -0.4018
42 C 2.70605 -1.99792 4.19771  -0.0961
43 C 2.97455 -3.29972 4.59491  -0.0592
44 C 2.56299 -4.36322 3.80354  -0.0585
45 C 1.88150 -4.12204 2.61976  -0.0954
46 C 1.60902 -2.81907 2.21486  -0.4018
47 As 0.64012 -2.49287 0.56175  1.1288
48 C 1.59652 -3.53763 -0.75938  -0.2446
49 C -0.97696 -3.54570 0.81597  -0.2657
50 H 1.30471 0.72223 4.88772  0.0324
51 H -0.21703 0.23324 4.13196  0.0256
52 H 0.47020 1.84171 3.80092  0.0314
53 H 3.72957 0.91265 3.63253  0.0346
54 H 3.27793 1.99170 2.28988  0.0403
55 H 4.09043 0.45054 1.94990  0.0257
56 H 3.03430 -1.17314 4.81927  0.1008
57 H 3.50600 -3.48373 5.51959  0.1135
58 H 2.77622 -5.37962 4.10790  0.1136
59 H 1.56589 -4.95763 2.00717  0.1003
60 H 1.67853 -4.57473 -0.44063  0.0358
61 H 2.58145 -3.09696 -0.89367  0.0211
62 H 1.04203 -3.48751 -1.69427  0.0166
63 H -0.73893 -4.58976 1.01116  0.0324
64 H -1.57426 -3.47346 -0.09187  0.0199
65 H -1.54739 -3.14964 1.65425  0.0245
66 O 3.24003 -1.02565 -0.06301  -0.1621
67 N 3.32117 0.04272 -0.62919  -0.1965
68 O 2.26282 0.76073 -0.60165  -0.3105

Properties
Gap between HOMO and LUMO (alpha / beta) ... 8.00 / 7.09 eV
LUMO level (alpha / beta) ... -2.095 / -4.036 eV
Total charge ... +1
Spin multiplicity ... 3
Largest force on an atom ... 0.011 Eh/bohr
Calculated total energy ... -6286.65543 a.u.
HOMO level (alpha / beta) ... -10.10 / -11.13 eV